118
Properties=species:S:1:pos:R:3:forces:R:3 method="wB97M-V/def2-TZVPD" e_tot_ev=-82686.2045 charge=+1 lumo_ev=-5.1 homo_ev=-9.71 e_above_lowest_kj_mol=457.8 homo_lumo_gap_ev=4.58
C 1.77631 1.77813 -0.07841 -1.01 3.56 0.04
C 1.34437 0.40521 0.57235 -0.36 2.39 3.21
C -0.10626 0.44874 1.32324 1.99 6.39 -4.73
C -1.16130 0.64555 0.28166 -3.82 -1.12 1.55
C -1.20737 -0.72769 -0.39695 3.72 2.35 2.99
C 0.07574 -0.90932 -1.22963 -1.26 -2.28 1.80
N 1.26435 -0.64150 -0.39329 5.20 -4.21 -3.00
O 2.27237 -1.41521 -0.69326 -4.56 3.92 2.56
C 0.00120 -0.09532 -2.46274 4.87 -1.22 -0.94
C 0.01818 -2.38694 -1.63179 9.14 0.41 4.23
C 2.29886 0.23008 1.72132 4.76 -4.09 3.90
H 1.90553 2.64665 0.74696 -0.20 -2.60 -1.09
H 0.85482 2.29474 -0.61226 2.24 -1.53 0.23
H 2.80671 1.85237 -0.62595 -2.23 -0.80 0.59
H -0.10446 1.22522 2.05943 0.53 0.83 0.18
H -0.15526 -0.36413 1.82951 -0.73 -5.64 2.95
H -1.14323 1.48424 -0.40964 0.63 0.08 0.15
H -2.20736 0.78180 0.83006 2.15 -0.26 -1.06
H -1.92398 -0.83771 -1.05689 -3.92 -0.60 -3.05
H -1.28035 -1.40671 0.43592 -0.09 -0.78 -0.23
H -0.76613 -0.48543 -3.02672 -1.93 -0.35 -1.33
H 0.98736 -0.36093 -3.02344 -1.59 0.49 0.56
H 0.06919 0.93118 -2.36134 -0.48 2.09 0.32
H 0.82094 -2.76293 -2.25637 0.40 0.65 -0.50
H -0.74281 -2.45793 -2.12036 -8.97 -1.01 -5.63
H 0.03871 -3.15564 -0.88959 -0.33 0.18 1.28
H 2.49574 1.03501 2.55614 -1.17 -0.89 -2.35
H 3.45931 -0.05897 1.44578 -2.95 0.82 0.18
H 2.08102 -0.81403 2.54715 0.11 2.82 -2.80
N 4.71851 3.72071 1.87790 -3.23 -0.75 1.49
C 3.34561 4.05535 2.23284 1.99 -2.18 3.30
C 2.99496 3.36263 3.49757 4.41 -0.41 -4.40
C 4.12245 2.40736 3.76640 0.80 1.99 -0.79
C 5.18986 2.68895 2.73332 -2.23 0.49 1.76
H 5.08231 4.19319 1.03217 0.27 -1.08 1.11
H 2.81108 4.78417 1.64987 -0.01 0.15 0.07
H 2.09005 3.46033 4.02091 -0.91 0.04 0.51
H 4.14828 1.76884 4.78513 0.36 1.46 -2.95
H 6.24426 2.30987 2.66906 -1.47 0.43 0.01
N 3.49825 -1.57151 -3.85308 -1.70 1.70 -0.64
C 3.96513 -0.19440 -3.64022 2.49 -2.91 2.45
C 5.01482 -0.37527 -2.47852 -3.71 -0.70 -1.63
C 4.87624 -1.80340 -1.92019 -4.36 3.71 -8.09
C 3.88424 -2.45435 -2.87300 4.43 6.20 1.84
H 2.71911 -1.83036 -4.60587 2.49 0.84 2.41
H 3.57900 0.69139 -4.29920 1.14 -2.12 1.40
H 5.55928 0.54218 -2.06376 -0.77 -1.83 -0.57
H 5.23223 -2.19041 -1.06702 1.46 -1.25 2.73
H 3.47109 -3.35352 -2.77672 -1.47 -3.59 0.05
N -2.35383 -2.82291 -7.19163 -7.27 -3.73 12.75
C -2.71395 -4.05679 -6.70896 -0.18 5.67 7.57
C -2.96513 -3.76508 -5.25504 -0.45 -0.50 -1.54
C -2.91576 -2.32169 -5.04545 0.68 -0.63 -1.57
C -2.52834 -1.83933 -6.31497 -0.55 4.49 0.01
H -1.98607 -2.71850 -7.91946 6.57 2.17 -14.20
H -2.65472 -4.91516 -7.18156 0.43 -3.83 -2.33
H -3.24552 -4.48998 -4.42908 0.37 0.85 -1.50
H -3.07211 -1.67907 -4.12960 0.01 -1.17 -1.31
H -2.56234 -0.70329 -6.85941 0.43 -3.30 2.19
N -6.44318 -2.92237 0.96025 0.05 1.34 1.53
C -6.88421 -2.12358 -0.11027 4.67 -0.88 -1.58
C -5.67825 -1.88984 -1.06677 -1.29 -8.58 15.30
C -4.49816 -2.49607 -0.40653 -3.21 -0.73 3.47
C -5.00964 -3.05764 0.96424 -1.83 1.53 -4.12
H -7.12349 -3.15213 1.90154 2.84 0.96 -3.83
H -7.91066 -1.82533 -0.16933 -0.20 -0.03 -0.27
H -5.67596 -1.41290 -1.81577 -0.23 6.41 -10.42
H -3.43408 -2.58392 -0.75749 -1.49 0.23 0.48
H -4.63631 -3.42942 1.90768 0.67 -0.23 -0.54
C -1.49318 4.14549 -0.85747 2.19 1.73 -5.80
N -1.64114 5.65819 -0.74646 2.77 -0.44 -1.59
O -0.72437 6.28144 -0.21531 -1.23 -0.49 0.13
O -2.49259 6.12344 -1.46545 -0.66 0.37 0.70
H -1.33792 3.88241 -2.12373 -0.81 1.14 3.67
H -2.39082 3.82009 -0.57118 -3.14 -2.03 1.35
H -0.59341 3.77197 -0.48424 0.88 -0.20 1.44
C 2.12834 4.25848 -4.81086 -0.20 -5.99 -5.43
N 1.72359 3.12056 -3.92245 -1.48 1.39 0.23
O 1.49442 2.02426 -4.39463 0.83 0.25 -0.16
O 1.41436 3.45035 -2.79452 0.37 -0.23 0.42
H 3.09406 4.03186 -5.27651 0.14 0.15 0.71
H 2.00876 5.19354 -4.52489 -0.57 3.90 2.29
H 1.46891 4.04679 -5.75915 0.87 0.66 1.83
C 0.86682 -0.93222 6.06305 4.46 3.01 2.27
N 0.36279 0.08483 5.19523 -0.89 0.15 -3.28
O 0.97173 1.15697 5.15992 -1.38 -1.43 0.04
O -0.57670 -0.26841 4.43305 1.55 1.33 1.46
H 0.61280 -0.50488 7.07821 1.75 0.18 -0.57
H 1.99495 -1.18129 5.77775 -2.49 0.88 1.07
H 0.32139 -1.73121 6.24127 -2.92 -4.15 -1.01
C 4.34214 -3.98638 1.09899 2.00 -0.53 0.09
N 4.50049 -2.94169 2.14020 3.63 4.40 -4.89
O 4.06658 -3.09190 3.18158 -2.67 -1.51 5.68
O 5.08777 -1.82526 1.82734 -1.30 -3.44 -0.18
H 3.75390 -3.49330 0.36717 0.38 0.38 -1.51
H 3.72758 -4.78540 1.40667 -0.67 -0.65 1.20
H 5.35717 -4.47226 0.90731 -1.31 1.35 -0.45
C -6.36270 1.95451 1.48688 2.96 2.09 -2.14
N -5.04556 1.36130 1.68826 0.71 3.14 3.15
O -4.34548 1.21589 0.74906 1.01 -1.25 -2.10
O -4.61261 1.44836 2.85085 -0.61 -1.08 -0.73
H -6.69202 1.65001 0.57488 -0.21 -0.23 -3.47
H -6.34063 3.03441 1.55525 0.18 -0.10 0.45
H -7.02812 1.45866 1.96445 -4.17 -2.53 4.80
C -2.01309 2.68492 3.95268 -0.40 4.29 0.81
N -1.99360 3.67759 2.84288 -3.64 1.45 2.32
O -1.23133 3.54532 1.97802 3.69 -1.05 -2.96
O -2.87706 4.52888 2.79597 0.04 -0.22 0.71
H -1.27727 2.84664 4.66339 2.60 -0.35 0.36
H -2.22027 1.84781 3.48798 -0.11 -4.71 -1.78
H -2.81261 2.92377 4.56699 -2.22 0.54 0.60
C 0.65218 -4.28646 3.44506 -0.55 -0.13 1.30
N 0.80318 -3.86335 1.99263 -1.12 0.85 1.39
O 0.33055 -2.79585 1.62060 0.28 -0.52 0.44
O 1.39690 -4.63340 1.29484 0.36 -0.47 -0.76
H 1.22716 -5.24579 3.49596 0.32 1.52 0.55
H -0.34552 -4.66814 3.71108 -0.26 0.40 -1.09
H 0.71226 -3.40680 4.21051 0.88 -1.61 -1.76